No. 1
{
  "formula": "C4H6O2",
  "method": "wB97M-V/def2-TZVPD",
  "symbols": ["O", "O", "C", "C", "C", "C", "H", "H", "H", "H", "H", "H"],
  "xyz": [[1.45, 0.98, -1.41], [0.88, 0.15, 1.88], [0.55, 0.47, 0.76], [-0.92, -1.11, -0.36], [-0.84, 0.31, 0.20], [1.63, 0.92, -0.22], [2.60, 1.16, 0.26], [-1.01, 1.04, -0.60], [-0.24, -1.21, -1.22], [-1.56, 0.48, 1.00], [-0.62, -1.84, 0.40], [-1.93, -1.36, -0.70]],
  "lumo_ev": -0.496,
  "e_homo_ev": -9.82,
  "charge": 0,
  "multiplicity": 1,
  "smiles": "CCC(=O)C=O"
}

=====

No. 2
{
  "formula": "C4H6O2",
  "method": "wB97M-V/def2-TZVPD",
  "symbols": ["O", "O", "C", "C", "C", "C", "H", "H", "H", "H", "H", "H"],
  "xyz": [[1.57, -1.86, -0.83], [-0.44, 0.00, 2.13], [1.26, -0.77, -0.40], [-0.32, 1.21, -0.45], [-0.18, -0.30, -0.26], [-0.71, -0.64, 1.14], [0.22, 1.74, 0.35], [-1.38, -1.52, 1.21], [2.04, -0.05, -0.07], [0.07, 1.54, -1.41], [-0.75, -0.87, -1.00], [-1.38, 1.50, -0.39]],
  "lumo_ev": 0.460,
  "e_homo_ev": -10.04,
  "charge": 0,
  "multiplicity": 1,
  "smiles": "CC(C=O)C=O"
}

=====

No. 3
{
  "formula": "C4H6O2",
  "method": "wB97M-V/def2-TZVPD",
  "symbols": ["O", "O", "C", "C", "C", "C", "H", "H", "H", "H", "H", "H"],
  "xyz": [[1.37, 1.61, 0.87], [-1.23, 1.25, -1.44], [-0.71, -1.61, -0.07], [0.88, 0.75, -0.16], [-0.44, -0.17, 0.49], [-0.51, 0.82, -0.59], [-1.77, -1.74, -0.27], [-0.45, 0.19, 1.48], [1.61, 0.25, -0.90], [0.03, -1.56, -0.90], [1.48, 2.53, 0.71], [-0.24, -2.32, 0.77]],
  "lumo_ev": 0.657,
  "e_homo_ev": -9.30,
  "charge": 0,
  "multiplicity": 1,
  "smiles": "C[C@@H]1C(=O)[C@H]1O"
}

=====

No. 4
{
  "formula": "C4H6O2",
  "method": "wB97M-V/def2-TZVPD",
  "symbols": ["O", "O", "C", "C", "C", "C", "H", "H", "H", "H", "H", "H"],
  "xyz": [[-0.96, 1.45, -0.53], [0.21, -1.68, 0.18], [0.72, -0.58, -0.55], [-0.31, 0.37, 0.04], [-1.02, -0.95, 0.38], [1.17, 0.53, 0.31], [-1.67, -1.18, -0.47], [0.92, -0.73, -1.61], [1.70, 0.47, 1.26], [1.52, 1.33, -0.34], [-1.55, -1.22, 1.31], [-0.73, 2.20, 0.02]],
  "lumo_ev": 0.887,
  "e_homo_ev": -9.21,
  "charge": 0,
  "multiplicity": 1
}

=====

In order of appearance, ΔE to the lowest compared entry with this formula, charge and spin = 95.3, 108.3, 331.0, 322.9 kJ/mol.